Here is a 13-piece molecular cluster, C52H104O26 overall at a distorted geometry from the OMol25 dataset. Energies are from ωB97M-V/def2-TZVPD.

Geometry (Å):
O  0.2578  -0.9886  2.3637
O  4.9397  -1.1105  -1.3603
O  -6.3185  -0.8358  1.2493
O  1.0636  -5.9846  -1.3920
O  0.1861  1.2487  -1.2956
O  -2.1872  4.4075  -2.2624
O  -1.8447  2.2326  -5.9210
O  1.6119  1.5498  0.4825
O  -0.3014  2.4154  3.6886
O  2.0443  7.3860  -1.2702
O  1.2055  -1.3378  -4.1687
O  3.3234  9.0873  -2.0304
O  6.2017  -2.3027  2.6608
O  1.3261  3.8335  4.4014
O  5.5698  -3.0846  -2.1141
O  -5.6781  0.9930  0.0591
O  -4.1726  -2.8190  -0.6337
O  1.0982  -3.6552  6.0648
O  -3.8994  1.3269  -5.5538
O  -1.4077  6.2439  -3.2651
O  -0.3217  -1.4783  0.2537
O  1.8813  -1.6855  5.3987
O  -0.4169  -5.1875  0.1237
O  -0.2357  -1.9326  -5.7728
O  5.1820  -0.4474  3.2694
O  -2.9793  -3.1783  -2.5326
C  2.7600  7.3206  -0.0027
C  0.1645  -5.0407  -0.9033
C  6.2170  -0.4268  1.1380
C  -3.7707  -2.5241  -1.9359
C  -2.6981  1.4444  -6.2134
C  0.8579  2.6045  3.9061
C  5.9164  -1.1503  2.4077
C  6.7519  -1.1487  -2.8699
C  0.0620  -3.8317  -1.7539
C  -3.9422  -3.5040  1.4997
C  -8.5171  0.1549  1.1118
C  1.7497  7.9756  -3.4612
C  -4.4962  -1.2992  -2.4716
C  4.4913  -5.0769  -1.3928
C  1.3554  1.2517  -0.6848
C  4.7334  -3.6199  -1.0806
C  1.9982  -1.8344  0.9296
C  0.6456  6.1917  4.7129
C  -5.5442  1.9060  -4.0525
C  -1.0382  -0.5282  2.7364
C  1.9836  -3.5449  3.9557
C  1.0513  -7.2638  -0.6719
C  0.4970  -1.3854  1.1228
C  -2.0429  0.9378  -0.9156
C  -0.2026  -8.0278  -1.0630
C  0.2221  4.7570  4.5909
C  -4.0924  2.2682  -4.4227
C  5.6364  -1.7469  -2.1069
C  1.9739  1.6000  3.6922
C  0.0188  -4.1794  8.1820
C  -0.8762  1.7429  -0.4676
C  4.8740  0.1340  5.5557
C  -1.0262  -1.0802  -3.6319
C  -4.3508  0.2867  1.8651
C  -7.4777  -0.8162  0.4077
C  -1.2478  5.0980  -2.9883
C  -5.5238  0.1844  0.9582
C  -1.1367  -0.8997  4.2714
C  0.8289  -3.1717  7.4268
C  2.3386  -1.9042  -4.9243
C  1.6800  -2.8303  5.2164
C  -0.0177  -1.4670  -4.7154
C  2.4249  0.9762  -1.6378
C  4.6530  -1.0113  4.5172
C  -3.3034  5.2290  -1.6945
C  2.4514  8.2829  -2.1691
C  -3.7039  -3.9416  0.0920
C  1.8065  7.7260  1.0978
C  -2.5745  0.5665  -7.4053
C  2.6971  -3.1832  -4.2012
C  -0.1405  4.1970  -3.3373
C  -3.6285  4.4574  -0.3971
H  -0.3391  4.4732  5.4011
H  -1.6870  0.0271  -7.3427
H  2.9157  2.0045  4.0679
H  3.8938  -3.0163  -1.0062
H  3.6873  7.8891  -0.0335
H  2.0189  -4.6328  4.0650
H  -3.6158  -4.2778  2.2181
H  -3.4223  2.0929  -3.5447
H  5.4517  -5.6659  -1.1919
H  3.0640  6.3130  0.0388
H  -2.0506  -0.8931  -4.0620
H  -3.2864  -2.6418  1.7019
H  2.2662  7.7388  2.1101
H  -8.1738  1.2228  1.1436
H  2.5134  1.7432  -2.3125
H  -3.5107  -0.0862  1.3089
H  -0.9461  -4.2216  7.6658
H  -0.3534  -0.4064  4.8195
H  0.0966  3.6261  -2.4596
H  -0.2784  6.6780  5.0213
H  -2.9255  6.1867  -1.5280
H  -0.2192  -4.2155  -2.7243
H  -6.0244  1.7684  -5.0108
H  2.5958  -1.5939  1.8024
H  -9.4963  0.1901  0.6141
H  -2.5025  1.1030  -8.3492
H  -1.8408  -1.0756  2.1942
H  -4.1087  3.5150  -0.7076
H  -0.8707  -1.9988  4.3278
H  -0.6486  -0.3045  -3.0132
H  -1.1038  2.7406  -0.7279
H  1.3732  8.7050  0.8422
H  -1.2178  0.5813  2.5303
H  2.1134  -2.0450  -5.9937
H  1.9445  -2.8455  0.5727
H  -4.1648  -1.1642  -3.5079
H  -5.0029  -3.2052  1.6746
H  1.7100  8.8752  -3.9675
H  -0.5360  -3.0574  -1.4018
H  1.2462  -3.3169  3.2303
H  -4.3734  5.0707  0.1723
H  1.9532  -7.8299  -0.9322
H  0.7424  4.7601  -3.6429
H  -0.5682  1.5495  0.5740
H  -2.7454  4.2856  0.2709
H  2.0383  -4.0989  -4.4152
H  6.3497  -0.2103  -3.2734
H  1.7413  -2.9182  7.9969
H  2.4859  -1.3235  0.0726
H  6.8451  -1.1015  0.5519
H  -4.2608  -0.4390  -1.8686
H  3.0778  -1.1467  -4.8220
H  5.2342  -1.9189  4.7935
H  -5.6342  1.1026  -3.3789
H  -2.6952  -4.1210  -0.2576
H  -0.2235  -8.0675  -2.1498
H  6.6274  0.6504  1.2849
H  5.1615  -0.2571  0.7169
H  0.9246  6.7262  3.8122
H  1.7567  0.7308  4.3341
H  -4.5161  -0.3070  2.7557
H  -8.6008  -0.2277  2.1396
H  -5.5939  -1.2236  -2.4019
H  -0.4451  4.5324  3.7270
H  3.0019  -3.1937  3.6113
H  -1.1793  -1.8791  -2.9063
H  0.9594  -7.0201  0.3962
H  -6.1695  2.7213  -3.5796
H  4.3182  -0.2265  6.4919
H  -2.1726  -0.8423  4.6774
H  1.0644  -3.4460  -1.8520
H  5.2718  -3.5459  -0.1816
H  3.6277  -1.2716  4.3689
H  -7.1747  -0.4960  -0.5651
H  -0.1258  -8.9880  -0.6168
H  -7.8341  -1.8776  0.3634
H  2.0587  1.2271  2.6572
H  -2.2163  1.1541  -2.0188
H  1.0336  6.9523  1.1733
H  3.6372  -3.4187  -4.7198
H  -2.8921  1.1057  -0.2661
H  5.9178  0.1998  5.9120
H  -4.1461  5.2091  -2.3959
H  -0.4021  3.4692  -4.1007
H  -3.9115  3.2673  -4.7359
H  0.2462  -2.2545  7.3254
H  -4.4016  -4.7380  -0.1614
H  2.9567  -3.0549  -3.1091
H  7.1285  -1.7947  -3.6088
H  0.7861  7.4505  -3.3854
H  2.4248  7.2604  -4.0076
H  3.3592  0.8544  -1.0996
H  2.2100  0.0537  -2.1975
H  4.0799  -5.2166  -2.3996
H  -4.1305  1.3326  2.1123
H  -0.1600  -3.8722  9.2193
H  -3.5286  -0.0834  -7.5000
H  3.8261  -5.5634  -0.7274
H  -1.7707  -0.0692  -0.9341
H  0.4996  -5.1602  8.1777
H  -1.0724  -7.4395  -0.7400
H  7.5351  -0.8526  -2.1904
H  1.3527  6.3827  5.5114
H  4.5290  1.0862  5.2111

## Properties
Net charge ... 0
LUMO level ... 0.56 eV
Total energy ... -108846.5419 eV
Orbital gap ... 0.390 Eh

These are the Löwdin partial charges, in e, on atoms 1 to 6: O -0.0189; O 0.0479; O -0.0158; O -0.0518; O 0.0000; O -0.0714